## a
DFT (wB97M-V/def2-TZVPD) results for a single C6H10N2O2 molecule.

Output
Lowest unoccupied orbital energy in eV: 0.63
Orbital gap in eV: 10.01
E_HOMO in eV: -9.38

```
20
C6H10N2O2 | the Open Molecules 2025 dataset | wB97M-V/def2-TZVPD
C -0.71 -2.46 0.58
N 0.46 -1.64 0.32
C 0.92 -1.44 -1.02
C 0.31 -0.31 -0.25
C -1.06 0.19 -0.68
C -1.90 0.73 0.45
O -3.10 0.89 0.37
C 1.26 0.72 0.34
N 1.74 1.68 -0.47
O 1.95 0.51 1.35
H -1.38 -2.58 -0.29
H -0.36 -3.46 0.87
H -1.28 -2.04 1.41
H 2.00 -1.46 -1.17
H 0.32 -1.85 -1.84
H -0.97 0.98 -1.44
H -1.64 -0.60 -1.18
H -1.37 0.97 1.40
H 1.07 2.36 -0.81
H 2.73 1.91 -0.07
```

Atomic partial charges in e from the Mulliken method, atoms 1 to 2: atom 1 (C): -0.81, atom 2 (N): -0.22



## b
DFT (wB97M-V/def2-TZVPD) results for a single C6H10N2O2 molecule.

Output
Lowest unoccupied orbital energy (spin up / spin down) in eV: -0.63 / -0.63
Orbital gap (spin up / spin down) in eV: 7.85 / 7.83
E_HOMO (spin up / spin down) in eV: -8.47 / -8.47

```
20
C6H10N2O2 | the Open Molecules 2025 dataset | wB97M-V/def2-TZVPD
C -2.18 -1.03 -1.01
N -1.38 -0.36 0.04
C 0.23 -1.03 0.23
O 0.13 -1.59 1.49
O 0.66 -1.66 -0.72
H 0.89 -2.16 1.63
H -1.86 -0.38 0.94
H -3.02 -0.40 -1.28
H -1.52 -1.19 -1.86
H -2.53 -1.98 -0.62
C 1.86 1.03 -0.80
C 0.90 0.68 0.30
C 1.16 1.09 1.57
C -0.85 0.98 -0.23
N -1.27 2.01 -0.62
H 1.79 0.32 -1.62
H 2.90 1.02 -0.45
H 1.63 2.03 -1.19
H 2.00 1.73 1.81
H 0.45 0.89 2.37
```

Atomic partial charges in e from the Mulliken method, atoms 1 to 2: atom 1 (C): -0.90, atom 2 (N): -0.07



a is preferred energetically. Next in line: 241.5 kJ/mol higher.



## a
DFT (wB97M-V/def2-TZVPD) results for a molecular structure, C6H10N2O2.

Output
Lowest unoccupied orbital energy in eV: 0.65
Orbital gap in eV: 8.99
E_HOMO in eV: -8.34

```
20
C6H10N2O2 | the Open Molecules 2025 dataset | wB97M-V/def2-TZVPD
O 1.45 -1.82 -0.85
O 0.11 -1.20 0.92
C 1.45 -1.40 0.50
C 0.12 -1.58 -1.34
C -0.71 -1.79 -0.09
H 2.01 -0.45 0.64
H 1.97 -2.18 1.10
H -0.08 -2.29 -2.16
H 0.02 -0.56 -1.74
H -0.89 -2.86 0.11
H -1.69 -1.27 -0.09
N 0.12 2.86 -0.61
C 0.49 1.60 -0.42
C -0.89 3.08 0.30
C -1.13 1.95 1.04
N -0.24 1.01 0.57
H 1.27 1.07 -0.97
H -1.39 4.05 0.37
H -1.84 1.73 1.84
H -0.15 0.05 0.90
```

Atomic partial charges in e from the Mulliken method, atoms 1 to 2: atom 1 (O): -0.37, atom 2 (O): -0.52



## b
DFT (wB97M-V/def2-TZVPD) results for 2 unconnected molecules or ions with the total composition C6H10N2O2.

Output
Lowest unoccupied orbital energy in eV: 0.34
Orbital gap in eV: 10.20
E_HOMO in eV: -9.86

```
20
C6H10N2O2 | the Open Molecules 2025 dataset | wB97M-V/def2-TZVPD
C -0.06 -2.94 4.17
C 0.95 -2.04 3.48
C 0.98 -0.59 4.00
N 2.22 -0.05 3.47
C 3.24 -1.21 3.19
O 4.45 -1.10 3.24
C 2.43 -2.49 3.54
C 2.84 -2.99 4.86
N 3.17 -3.36 5.90
H 0.13 -2.99 5.25
H -1.07 -2.54 4.02
H -0.01 -3.96 3.76
H 0.70 -1.99 2.41
H 0.10 -0.04 3.63
H 0.99 -0.57 5.10
H 2.56 0.85 3.77
H 2.66 -3.26 2.79
O 2.77 -0.64 0.91
H 2.12 0.08 1.52
H 2.15 -1.30 0.57
```

Atomic partial charges in e from the Mulliken method, atoms 1 to 2: atom 1 (C): -1.64, atom 2 (C): 0.24



b is preferred energetically. Next in line: 60.0 kJ/mol higher.



## a
DFT (wB97M-V/def2-TZVPD) results for a single C6H10N2O2 molecule.

Output
Lowest unoccupied orbital energy (spin up / spin down) in eV: -0.13 / 0.01
Orbital gap (spin up / spin down) in eV: 6.87 / 8.93
E_HOMO (spin up / spin down) in eV: -7.00 / -8.92

```
20
C6H10N2O2 | the Open Molecules 2025 dataset | wB97M-V/def2-TZVPD
C 2.37 -1.43 0.51
C 1.99 0.98 -0.12
C 2.58 -2.79 0.22
C -2.15 0.36 -1.16
C -1.83 1.89 0.82
C -1.59 0.47 0.28
N 2.40 -0.29 0.11
N -0.16 0.12 0.37
O 2.76 1.90 -0.40
O 0.62 1.18 0.07
H 3.27 -3.28 1.04
H 2.98 -3.00 -0.86
H 1.58 -3.37 0.31
H -1.54 1.11 -1.76
H -2.04 -0.66 -1.60
H -3.18 0.59 -1.26
H -2.95 1.84 1.03
H -1.63 2.58 0.00
H -1.32 2.11 1.64
H -2.15 -0.32 0.77
```

Atomic partial charges in e from the Mulliken method, atoms 1 to 2: atom 1 (C): 0.42, atom 2 (C): 0.46



## b
DFT (wB97M-V/def2-TZVPD) results for 2 unconnected molecules or ions with the total composition C6H10N2O2.

Output
Lowest unoccupied orbital energy in eV: -1.54
Orbital gap in eV: 7.34
E_HOMO in eV: -8.89

```
20
C6H10N2O2 | the Open Molecules 2025 dataset | wB97M-V/def2-TZVPD
C 1.62 2.09 0.18
C 1.60 0.61 0.10
N 2.01 -0.07 -0.89
C 1.97 -1.47 -0.52
C 1.07 -1.50 0.75
N 1.06 -0.11 1.22
H 2.40 2.42 0.90
H 1.89 2.47 -0.80
H 0.65 2.48 0.50
H 2.97 -1.85 -0.29
H 1.56 -2.10 -1.34
H 1.43 -2.20 1.51
H 0.05 -1.79 0.50
H 0.09 0.21 1.33
O -3.39 0.18 0.79
C -2.98 -0.50 -0.14
C -1.80 -0.08 -0.95
O -1.16 0.92 -0.64
H -3.45 -1.46 -0.42
H -1.60 -0.67 -1.87
```

Atomic partial charges in e from the Mulliken method, atoms 1 to 2: atom 1 (C): -1.02, atom 2 (C): 0.60



b is preferred energetically. Next in line: 392.2 kJ/mol higher.



## a
DFT (wB97M-V/def2-TZVPD) results for a single CH5N3O2S molecule.

Output
Lowest unoccupied orbital energy in eV: 0.37
Orbital gap in eV: 8.95
E_HOMO in eV: -8.58

```
12
CH5N3O2S | the Open Molecules 2025 dataset | wB97M-V/def2-TZVPD
O 1.92 -1.72 0.15
N 0.56 -1.40 0.15
C 0.35 -0.13 -0.19
N 1.39 0.83 -0.56
O 1.34 2.08 0.36
N -0.78 0.51 -0.28
S -2.40 -0.20 0.00
H 1.92 -2.60 0.09
H 2.34 0.53 -0.34
H 1.00 1.99 1.35
H -0.65 1.52 -0.56
H -2.60 0.16 1.39
```

Atomic partial charges in e from the Mulliken method, atoms 1 to 2: atom 1 (O): -0.38, atom 2 (N): -0.51



## b
DFT (wB97M-V/def2-TZVPD) results for 2 unconnected molecules or ions with the total composition CH5N3O2S.

Output
Lowest unoccupied orbital energy in eV: 0.37
Orbital gap in eV: 10.30
E_HOMO in eV: -9.92

```
12
CH5N3O2S | the Open Molecules 2025 dataset | wB97M-V/def2-TZVPD
C -2.04 0.07 -0.11
N 0.51 -0.84 -1.09
N -2.31 -0.09 1.06
N 2.04 0.85 -0.02
O -2.21 0.39 -1.18
O 0.35 -0.35 1.50
S 0.40 0.31 0.23
H -0.16 -0.59 -1.87
H -1.58 -0.38 1.75
H 0.11 -1.66 -0.68
H 2.82 0.45 0.45
H 2.06 1.86 -0.05
```

Atomic partial charges in e from the Mulliken method, atoms 1 to 2: atom 1 (C): 0.57, atom 2 (N): -0.60



b is preferred energetically. Next in line: 334.6 kJ/mol higher.



## a
DFT (wB97M-V/def2-TZVPD) results for 2 unconnected molecules or ions with the total composition C6H16N.

Output
Total charge: +1
Lowest unoccupied orbital energy in eV: -7.47
Orbital gap in eV: 6.72
E_HOMO in eV: -14.19

```
23
C6H16N | the Open Molecules 2025 dataset | wB97M-V/def2-TZVPD
C 2.17 0.24 1.49
C 1.19 -0.49 0.57
C 0.70 0.32 -0.61
C -0.38 -0.23 -1.45
C -1.22 0.99 -1.72
C -0.02 -0.81 -2.84
N 0.16 -0.92 1.58
H 2.27 -0.28 2.58
H 1.77 1.15 1.78
H 3.31 0.36 1.10
H 1.79 -1.36 0.10
H -3.63 1.15 5.81
H 1.46 0.81 -1.25
H -1.01 -1.03 -1.04
H -1.27 1.43 -0.71
H -0.57 1.66 -2.31
H -2.06 0.80 -2.33
H -0.90 -1.28 -3.29
H 0.69 -1.58 -2.72
H 0.34 -0.01 -3.58
H -0.59 -1.45 1.26
H -3.92 0.56 5.45
H -0.28 -0.03 2.13
```

Atomic partial charges in e from the Mulliken method, atoms 1 to 2: atom 1 (C): -1.45, atom 2 (C): 0.42



## b
DFT (wB97M-V/def2-TZVPD) results for 2 unconnected molecules or ions with the total composition C6H16N.

Output
Total charge: +1
Lowest unoccupied orbital energy in eV: -3.61
Orbital gap in eV: 10.94
E_HOMO in eV: -14.55

```
23
C6H16N | the Open Molecules 2025 dataset | wB97M-V/def2-TZVPD
C -1.46 1.06 -0.94
C -0.99 2.22 -0.50
N -2.48 0.43 -0.08
H -1.30 0.39 -1.75
H 0.01 2.63 -0.81
H -1.48 2.78 0.25
H -2.11 -0.41 0.34
H -2.72 1.00 0.70
H -3.38 0.18 -0.51
C 2.06 -2.01 -0.20
C 1.45 -0.82 0.63
C 1.62 0.56 0.01
C -0.04 -1.17 0.90
H 1.89 -2.96 0.38
H 1.65 -1.99 -1.21
H 3.17 -1.92 -0.24
H 1.96 -0.82 1.63
H 1.32 1.38 0.70
H 1.15 0.64 -0.98
H 2.66 0.85 -0.25
H -0.14 -2.03 1.62
H -0.53 -0.27 1.35
H -0.62 -1.51 0.02
```

Atomic partial charges in e from the Mulliken method, atoms 1 to 2: atom 1 (C): -0.04, atom 2 (C): -0.70



## c
DFT (wB97M-V/def2-TZVPD) results for 2 unconnected molecules or ions with the total composition C6H16N.

Output
Total charge: +1
Lowest unoccupied orbital energy in eV: -9.30
Orbital gap in eV: 5.44
E_HOMO in eV: -14.74

```
23
C6H16N | the Open Molecules 2025 dataset | wB97M-V/def2-TZVPD
C -2.50 0.08 1.01
C -1.84 0.35 -0.33
C -0.86 -0.76 -0.78
C 0.53 -0.52 -1.45
C 1.29 0.75 -1.03
C 1.81 0.80 0.40
N 0.70 0.51 1.25
H -3.03 -0.88 1.07
H -1.71 -0.20 1.76
H -3.02 0.98 1.35
H -1.33 1.31 -0.26
H -2.52 0.63 -1.13
H -0.74 -1.42 0.08
H -1.45 -1.38 -1.44
H 1.12 -1.40 -1.12
H 0.46 -0.50 -2.51
H 2.09 0.73 -1.77
H 0.62 1.64 -1.20
H 2.31 1.78 0.57
H 2.56 -0.03 0.57
H 4.36 -5.24 3.42
H 4.24 -4.66 2.98
H 0.82 0.93 2.19
```

Atomic partial charges in e from the Mulliken method, atoms 1 to 2: atom 1 (C): -1.28, atom 2 (C): -0.28



b is preferred energetically. Next in line: 377.4 kJ/mol higher.



## a
DFT (wB97M-V/def2-TZVPD) results for 3 unconnected molecules or ions with the total composition C2H3OPS.

Output
Lowest unoccupied orbital energy (spin up / spin down) in eV: -1.66 / -1.66
Orbital gap (spin up / spin down) in eV: 7.86 / 7.86
E_HOMO (spin up / spin down) in eV: -9.52 / -9.52

```
8
C2H3OPS | the Open Molecules 2025 dataset | wB97M-V/def2-TZVPD
C -2.86 1.24 0.47
C -2.52 0.29 -0.17
O 1.87 0.73 0.06
P 3.03 -1.72 -0.51
S 2.75 0.21 -1.01
H -2.71 2.12 1.10
H -1.89 -1.02 -0.69
H 2.34 -1.84 0.74
```

Atomic partial charges in e from the Mulliken method, atoms 1 to 2: atom 1 (C): -0.24, atom 2 (C): -0.35



## b
DFT (wB97M-V/def2-TZVPD) results for a single C2H3OPS molecule.

Output
Lowest unoccupied orbital energy in eV: -0.62
Orbital gap in eV: 7.57
E_HOMO in eV: -8.18

```
8
C2H3OPS | the Open Molecules 2025 dataset | wB97M-V/def2-TZVPD
C 0.17 -1.32 -0.51
C -0.76 0.36 1.17
O 0.07 -0.28 -1.30
P 1.06 0.98 -1.00
S -0.03 1.70 0.83
H -0.83 -1.93 -0.85
H -1.64 0.44 1.85
H 1.97 0.05 -0.19
```

Atomic partial charges in e from the Mulliken method, atoms 1 to 2: atom 1 (C): -0.31, atom 2 (C): -0.20



b is preferred energetically. Next in line: 43.4 kJ/mol higher.



## a
DFT (wB97M-V/def2-TZVPD) results for 2 unconnected molecules or ions with the total composition C5H9ClN2.

Output
Lowest unoccupied orbital energy in eV: 0.71
Orbital gap in eV: 8.61
E_HOMO in eV: -7.89

```
17
C5H9ClN2 | the Open Molecules 2025 dataset | wB97M-V/def2-TZVPD
C 1.24 -1.20 2.31
C 0.92 -1.06 0.93
N 1.24 -0.12 0.12
Cl 2.34 1.17 0.60
H 0.49 -1.77 2.72
H 2.19 -1.65 2.67
H 1.24 -0.32 2.87
H 0.14 -1.68 0.57
C -0.84 1.98 -1.48
C -1.15 0.75 -0.69
C -1.45 -0.36 -1.32
N -1.94 -1.26 -1.93
H -1.39 2.88 -1.26
H -0.97 1.75 -2.65
H 0.25 2.11 -1.38
H -0.80 0.72 0.40
H -1.50 -1.95 -2.49
```

Atomic partial charges in e from the Mulliken method, atoms 1 to 2: atom 1 (C): -1.33, atom 2 (C): 0.37



## b
DFT (wB97M-V/def2-TZVPD) results for a single C5H9ClN2 molecule.

Output
Lowest unoccupied orbital energy in eV: 0.97
Orbital gap in eV: 10.28
E_HOMO in eV: -9.30

```
17
C5H9ClN2 | the Open Molecules 2025 dataset | wB97M-V/def2-TZVPD
H 3.32 -0.43 -1.96
N 2.33 -0.55 -1.76
C 2.18 -0.65 -0.47
N 0.93 -0.80 0.10
C 0.54 -0.13 1.38
C -0.88 0.05 0.76
Cl -1.75 1.58 1.06
C -0.20 -0.19 -0.63
C -0.98 -1.12 -1.56
H 2.98 -0.69 0.32
H 1.04 0.85 1.50
H 0.59 -0.79 2.26
H -1.57 -0.80 0.96
H 0.10 0.78 -1.07
H -0.33 -1.27 -2.45
H -1.95 -0.67 -1.77
H -1.14 -2.07 -1.08
```

Atomic partial charges in e from the Mulliken method, atoms 1 to 2: atom 1 (H): 0.23, atom 2 (N): -0.60



b is preferred energetically. Next in line: 296.1 kJ/mol higher.



## a
DFT (wB97M-V/def2-TZVPD) results for a single C3H2Cl2O2 molecule.

Output
Lowest unoccupied orbital energy in eV: -0.44
Orbital gap in eV: 9.06
E_HOMO in eV: -9.50

```
9
C3H2Cl2O2 | the Open Molecules 2025 dataset | wB97M-V/def2-TZVPD
O 0.32 -2.13 -1.53
C 0.83 -1.48 -0.75
C 1.23 -0.61 0.14
O 0.47 0.73 0.36
C -0.84 1.09 0.31
Cl -1.37 0.72 -1.37
Cl -1.84 0.24 1.56
H 1.98 -0.69 0.81
H -0.78 2.13 0.47
```

Atomic partial charges in e from the Mulliken method, atoms 1 to 2: atom 1 (O): -0.28, atom 2 (C): 0.63



## b
DFT (wB97M-V/def2-TZVPD) results for 2 unconnected molecules or ions with the total composition C3H2Cl2O2.

Output
Lowest unoccupied orbital energy in eV: 0.32
Orbital gap in eV: 9.83
E_HOMO in eV: -9.52

```
9
C3H2Cl2O2 | the Open Molecules 2025 dataset | wB97M-V/def2-TZVPD
C -1.76 -0.77 -0.23
C -0.12 0.70 -0.18
C 1.19 0.17 0.19
O -2.50 -0.68 -1.05
O 0.49 0.78 1.15
Cl 1.61 -1.56 0.53
Cl 2.72 1.02 -0.35
H -1.55 -1.47 0.61
H -0.08 1.81 -0.66
```

Atomic partial charges in e from the Mulliken method, atoms 1 to 2: atom 1 (C): 0.20, atom 2 (C): -0.34



a is preferred energetically. Next in line: 155.9 kJ/mol higher.